<i>
Formula: C4H9NOS
Source: the Open Molecules 2025 dataset
Level of theory: ωB97M-V/def2-TZVPD

ORCA input file:
```
! wB97M-V def2-TZVPD RIJCOSX def2/J DEFGRID3
* xyz 0 1
C 0.1181 -2.0622 -0.8892
N 0.8743 -0.8414 -0.5136
C -0.0110 0.0459 0.2483
C -1.3070 0.4300 -0.4794
O -1.3072 0.8389 -1.6077
C 0.6789 1.3040 0.7290
S -0.3939 2.2269 1.9091
H 0.4533 -2.8931 -0.2608
H -0.9692 -2.0347 -0.7944
H 0.2977 -2.3966 -1.9115
H 0.9614 -0.3646 -1.4114
H -0.3103 -0.4728 1.1672
H -2.2591 0.3212 0.0758
H 1.6181 1.0530 1.2081
H 0.9325 2.0263 -0.0448
H 0.6234 2.8192 2.5753
*
```

Output
frontier orbital gap: 9.9 eV
HOMO level: -9.3437 eV

These are the Mulliken partial charges, in e, on atoms 1 to 6: -0.820, -0.483, 0.143, -0.131, -0.471, -0.858


<ii>
Formula: C4H9NOS
Source: the Open Molecules 2025 dataset
Level of theory: ωB97M-V/def2-TZVPD

ORCA input file:
```
! wB97M-V def2-TZVPD RIJCOSX def2/J DEFGRID3
* xyz 0 1
O -1.1559 0.7939 2.1709
C -1.6305 0.0192 1.3783
C -1.4705 0.3008 -0.0418
C 1.4809 0.4010 1.4108
C 1.7833 0.7440 0.1655
S 1.2190 -1.6569 -2.6523
N -1.3754 -0.6697 -0.9473
H -2.0211 -0.9452 1.7292
H -1.3424 1.3316 -0.3693
H 0.8852 -0.4746 1.6251
H 1.6265 1.0540 2.2608
H 2.1938 1.7051 -0.1163
H 1.8408 -0.0038 -0.6196
H 0.6134 -0.6220 -3.2476
H -2.2058 -0.9840 -1.4254
H -0.4413 -0.9933 -1.3209
*
```

Output
frontier orbital gap: 4.5 eV
HOMO level: -8.1902 eV

These are the Mulliken partial charges, in e, on atoms 1 to 6: -0.357, -0.133, 0.121, -0.423, -0.440, -0.491


<iii>
Formula: C4H9NOS
Source: the Open Molecules 2025 dataset
Level of theory: ωB97M-V/def2-TZVPD

ORCA input file:
```
! wB97M-V def2-TZVPD RIJCOSX def2/J DEFGRID3
* xyz 0 1
C -3.2835 -0.2295 -0.1490
C -1.8185 -0.2881 0.2339
O -1.4484 -0.0755 1.3701
N -0.9894 -0.6875 -0.7712
C 0.4753 -0.5750 -0.7486
C 1.0249 0.6091 0.0321
S 2.8995 0.5119 -0.0143
H -3.7798 -0.9629 0.5010
H -3.7084 0.7548 0.0909
H -3.5145 -0.3972 -1.1997
H -1.4202 -0.6233 -1.6788
H 0.8912 -1.5174 -0.4053
H 0.8066 -0.4531 -1.7761
H 0.7459 0.5376 1.0740
H 0.8125 1.5562 -0.4461
H 3.0340 0.3733 1.3075
*
```

Output
frontier orbital gap: 9.9 eV
HOMO level: -9.1634 eV

These are the Mulliken partial charges, in e, on atoms 1 to 6: -0.959, 0.666, -0.608, -0.199, -0.652, -0.621


<iv>
Formula: C4H9NOS
Source: the Open Molecules 2025 dataset
Level of theory: ωB97M-V/def2-TZVPD

ORCA input file:
```
! wB97M-V def2-TZVPD RIJCOSX def2/J DEFGRID3
* xyz 0 1
C -0.3093 -1.7894 -0.1444
C -0.6905 -0.4025 0.4297
C -2.0293 0.2971 0.2348
C 1.6957 1.4856 -0.5083
N 0.1880 -0.5439 -0.6737
O 2.2339 -0.6253 0.9940
S 1.9577 -0.3146 -0.3785
H 0.4426 -2.3132 0.4120
H -1.1203 -2.4649 -0.7134
H -0.1758 -0.0750 1.4217
H -2.3979 0.6566 1.2854
H -2.8571 -0.3101 -0.1806
H -1.8534 1.1521 -0.3716
H 0.7043 1.6684 -0.1795
H 1.7247 1.6738 -1.5406
H 2.4867 1.9054 -0.0871
*
```

Output
frontier orbital gap: 10.3 eV
HOMO level: -9.4304 eV

These are the Mulliken partial charges, in e, on atoms 1 to 6: -0.445, 0.136, -1.158, -0.836, -0.316, -0.538


Quick look at relative energies in hartree: <i> 0.0486; <ii> 0.2368; <iii> 0.0000; <iv> 0.1131.


<i>
Formula: C4H9NOS
Source: the Open Molecules 2025 dataset
Level of theory: ωB97M-V/def2-TZVPD

ORCA input file:
```
! wB97M-V def2-TZVPD RIJCOSX def2/J DEFGRID3
* xyz 0 1
C 0.4233 0.8071 -1.4405
C 0.3746 -0.0399 -0.1900
C -0.5376 -1.2415 -0.2932
S -2.2251 -0.9021 -0.9543
N 0.1269 0.7404 1.0177
C 0.9890 0.8310 2.0504
O 1.9860 0.1455 2.1446
H 1.0669 1.6827 -1.4303
H -0.5769 1.0392 -1.8099
H 0.7114 0.1570 -2.2751
H 1.3593 -0.4918 -0.0428
H -0.1418 -2.0364 -0.9056
H -0.7018 -1.6364 0.7061
H -2.8495 -1.8956 -0.3275
H -0.7267 1.2823 0.9175
H 0.7217 1.5586 2.8331
*
```

Output
frontier orbital gap: 10.0 eV
HOMO level: -9.3644 eV

These are the Mulliken partial charges, in e, on atoms 1 to 6: -1.355, 0.218, -0.834, -0.254, -0.135, -0.007


<ii>
Formula: C4H9NOS
Source: the Open Molecules 2025 dataset
Level of theory: ωB97M-V/def2-TZVPD

ORCA input file:
```
! wB97M-V def2-TZVPD RIJCOSX def2/J DEFGRID3
* xyz 0 1
C -2.2122 -0.0302 -0.6184
C -1.8888 0.3349 0.7937
C 1.9231 0.1952 -1.0376
C 1.7424 0.0963 0.4303
N -0.8316 0.1695 -0.1650
O -0.0705 -1.3655 2.0430
S 0.5791 -1.3234 0.7429
H -2.5403 -1.0606 -0.8978
H -2.4190 0.7427 -1.3966
H -2.2260 1.2704 1.2608
H -1.9542 -0.5251 1.6111
H 2.0027 -0.7965 -1.3750
H 1.0275 0.5747 -1.5841
H 2.7919 0.7836 -1.4522
H 1.2892 1.0467 0.8596
H 2.7866 -0.1127 0.7854
*
```

Output
frontier orbital gap (alpha / beta): 8.4 / 8.4 eV
HOMO level (alpha / beta): -8.6562 / -8.6586 eV

These are the Mulliken partial charges, in e, on atoms 1 to 6: -0.306, -0.405, -1.109, -0.250, -0.316, -0.536


Quick look at relative energies in hartree: <i> 0.0000; <ii> 0.1535.


<i>
Formula: C4H9NOS
Source: the Open Molecules 2025 dataset
Level of theory: ωB97M-V/def2-TZVPD

ORCA input file:
```
! wB97M-V def2-TZVPD RIJCOSX def2/J DEFGRID3
* xyz 0 1
C -0.0535 -1.5543 1.0730
C 0.3543 -0.1846 0.4704
C -0.7859 0.8011 0.8539
S -2.3782 0.5227 0.0346
N 0.7581 -0.0274 -0.8878
C 2.1211 0.0346 -1.2288
O 2.9777 -0.0081 -0.3860
H 0.6272 -2.3899 0.9835
H -0.8370 -1.9446 0.3785
H -0.4493 -1.4468 2.0864
H 1.3018 0.0588 1.0351
H -0.8696 0.8274 1.9465
H -0.3676 1.8284 0.7155
H -2.2244 1.1960 -1.0980
H 0.1249 -0.4159 -1.5711
H 2.3378 0.0763 -2.3047
*
```

Output
frontier orbital gap: 10.0 eV
HOMO level: -9.3251 eV

These are the Mulliken partial charges, in e, on atoms 1 to 6: -1.407, 0.276, -0.888, -0.220, -0.123, 0.001


<ii>
Formula: C4H9NOS
Source: the Open Molecules 2025 dataset
Level of theory: ωB97M-V/def2-TZVPD

ORCA input file:
```
! wB97M-V def2-TZVPD RIJCOSX def2/J DEFGRID3
* xyz 0 1
C 2.1962 0.8844 0.9958
C 1.2592 0.8010 0.1357
S 0.5887 -0.8792 0.0430
N 0.5141 -1.0319 -1.7598
O 1.6596 -1.7118 0.5332
C -0.8688 -0.9843 0.9972
C -2.1137 -0.2162 0.6841
H 2.3756 1.8398 1.3415
H 2.4782 -0.0093 1.5506
H 0.9125 1.6700 -0.4877
H -0.2112 -1.7109 -1.8356
H 1.3384 -1.2512 -2.3779
H -1.0448 -2.0165 0.8857
H -2.8872 -0.7340 0.1488
H -1.7948 0.7618 0.2849
H -2.6137 0.0277 1.6607
*
```

Output
frontier orbital gap: 8.9 eV
HOMO level: -8.1643 eV

These are the Mulliken partial charges, in e, on atoms 1 to 6: -0.574, -0.320, 0.828, -0.564, -0.653, -0.472


Quick look at relative energies in hartree: <i> 0.0000; <ii> 0.1697.


<i>
Formula: C4H9NOS
Source: the Open Molecules 2025 dataset
Level of theory: ωB97M-V/def2-TZVPD

ORCA input file:
```
! wB97M-V def2-TZVPD RIJCOSX def2/J DEFGRID3
* xyz 0 1
O 3.1972 0.0054 -0.9320
C 2.5038 -0.5515 -0.0763
N 1.1123 -0.5237 -0.0574
C 0.3175 -0.2362 1.0876
C -0.9695 0.5666 0.7722
C -1.7455 0.0516 -0.4271
S -1.1830 0.3222 -2.1815
H 3.1129 -1.0437 0.7801
H 0.8613 -0.2907 -1.0153
H 1.0573 0.3402 1.7303
H 0.2337 -1.1902 1.6623
H -0.3226 1.4391 0.4573
H -1.6031 0.5006 1.7301
H -2.7567 0.4734 -0.3992
H -1.7945 -1.0768 -0.3810
H -2.0213 1.2136 -2.7502
*
```

Output
frontier orbital gap: 10.1 eV
HOMO level: -9.4127 eV

These are the Mulliken partial charges, in e, on atoms 1 to 6: -0.540, -0.019, -0.004, -0.602, -0.465, -0.631


<ii>
Formula: C4H9NOS
Source: the Open Molecules 2025 dataset
Level of theory: ωB97M-V/def2-TZVPD

ORCA input file:
```
! wB97M-V def2-TZVPD RIJCOSX def2/J DEFGRID3
* xyz 0 1
C -1.1858 -0.2067 -1.2506
C -0.1302 -1.3867 -0.8369
C -0.5812 1.0795 -0.7228
C 0.6791 0.3461 2.2926
N 1.2051 -0.8794 -0.6739
O 2.1687 1.3606 -0.1162
S 1.0555 0.4630 0.0715
H -1.1216 -0.2748 -2.3582
H -2.1307 -0.5521 -0.7889
H -0.4763 -1.9870 0.0403
H -0.0046 -2.0370 -1.7319
H -0.2634 1.6979 -1.5559
H -1.3495 1.6029 -0.0909
H 0.6752 1.2702 2.8860
H -0.1422 -0.3138 2.5924
H 1.6019 -0.1827 2.2434
*
```

Output
frontier orbital gap (alpha / beta): 9.2 / 9.2 eV
HOMO level (alpha / beta): -8.9935 / -8.9939 eV

These are the Mulliken partial charges, in e, on atoms 1 to 6: -0.513, -0.442, -0.499, -0.882, -0.426, -0.614


Quick look at relative energies in hartree: <i> 0.0000; <ii> 0.0862.